[1]
21
Properties=species:S:1:pos:R:3:forces:R:3:mulliken_spin:R:1 method="wB97M-V/def2-TZVPD" s_squared=9.33 multiplicity=6 orbital_gap_ev="8.1 / 8.3" homo_ev="-22.0 / -22.0" total_charge=+3
O -2.3539 -1.8163 -2.7670 1.8385 1.5928 1.8515 0.002
C -1.6773 -1.2352 -2.0610 -1.5571 -1.3667 -1.4559 -0.004
Dy 0.0163 0.1802 0.3647 -2.8034 -1.2357 -1.2156 4.969
O 1.9752 1.0360 -2.6968 -3.1878 -1.4491 4.2848 0.001
C 1.3208 0.7383 -1.7901 3.6446 1.6044 -4.9226 0.000
C 1.7178 1.2625 1.5486 5.8452 3.5669 4.7450 -0.005
O 2.5285 1.7539 2.2128 -4.0020 -2.4136 -3.3670 0.001
C 1.3941 -1.8985 0.0588 3.6427 -5.6923 -0.0017 -0.005
O 2.0155 -2.8765 0.0758 -3.0812 4.8265 -0.1526 0.004
C -1.3181 2.2291 -0.2583 -3.4471 5.5555 -1.0533 0.002
O -1.9162 3.2015 -0.4504 2.9306 -4.8109 0.8739 0.001
C -1.5219 -0.7053 4.3384 -0.0399 0.2616 0.1642 0.000
S -1.0374 -1.7922 3.0255 -0.6671 -0.5464 0.6223 -0.002
C -2.5357 -2.7186 2.7961 -0.2310 -0.1717 -0.0751 0.000
O -1.0995 -0.8142 1.7820 0.8300 0.6034 -0.6677 0.034
H -1.6039 -1.3104 5.2436 -0.0278 -0.0244 0.0412 0.000
H -2.4806 -0.2404 4.0852 0.1512 -0.1038 0.0893 0.000
H -0.7373 0.0433 4.4869 -0.0868 -0.1689 -0.0003 0.000
H -3.3826 -2.0236 2.7396 0.1950 -0.1738 0.0221 0.000
H -2.4470 -3.3263 1.8882 0.0613 0.1375 0.1987 0.000
H -2.6342 -3.3865 3.6559 -0.0079 0.0089 0.0190 0.000



[2]
21
Properties=species:S:1:pos:R:3:forces:R:3:lowdin_charge:R:1 method="wB97M-V/def2-TZVPD" multiplicity=1 orbital_gap_ev=8.1 homo_ev=-9.3
C 2.4019 -2.3643 -0.5139 0.8164 -1.5594 -1.2093 -0.096
C 1.1316 -2.8458 -0.2688 -2.4487 0.6803 -1.4095 -0.064
C 2.7214 -1.0189 -0.3571 3.5360 -1.7347 -0.8744 -0.091
C 0.1269 -1.9032 0.0873 0.9488 0.4116 0.9985 -0.038
C 1.8013 -0.1440 0.0745 -0.5758 2.4791 -1.1633 -0.091
C 0.5174 -0.5780 0.2381 -1.7274 -0.5259 1.4835 -0.273
C -3.1509 2.2595 0.1346 1.2604 -0.9391 -1.0664 -0.414
N -1.1704 1.2084 -0.6411 -3.4169 0.7045 0.6689 -0.149
O -0.0393 1.6480 1.5711 -0.1787 -0.2195 -0.3077 -0.294
O -1.8116 -0.0926 1.3867 -1.5309 -0.9207 0.7009 -0.257
O -0.2865 2.1230 -1.0033 1.6675 1.7423 0.5952 -0.088
F -2.9551 2.5058 1.4058 -0.4657 -0.1033 -0.3086 0.165
F -3.1752 3.3811 -0.5643 0.0871 -0.7324 0.2712 0.162
F -4.2472 1.5215 -0.1058 1.6088 0.7976 0.4076 0.155
S -0.7260 0.6023 0.8372 2.5272 -0.1969 -0.3817 0.622
H 3.1597 -3.0402 -1.0353 -1.0646 0.9336 1.0594 0.131
H 0.6835 -3.7474 -0.7438 1.1055 0.0693 1.0151 0.121
H 3.8037 -0.8187 -0.6707 -1.8245 0.4815 0.6603 0.139
H -0.8966 -2.1018 0.4035 0.1917 -0.5487 -0.5804 0.112
H 1.9007 0.9365 -0.0680 0.6590 -0.3424 0.7327 0.118
H 0.2107 2.4688 -0.1666 -1.1753 -0.4769 -1.2921 0.129



[3]
18
Properties=species:S:1:pos:R:3:forces:R:3:lowdin_charge:R:1 method="wB97M-V/def2-TZVPD" multiplicity=1 orbital_gap_ev=8.8 homo_ev=-8.0
C 1.8981 -0.4015 0.0058 0.8161 0.0301 -0.0616 -0.652
C -0.3389 0.2114 0.0074 -0.4737 -0.1557 0.0159 -0.202
C -0.4953 -1.1808 0.0010 -0.0664 0.3812 0.0300 -0.461
C -1.7584 -1.7592 -0.0021 0.0689 -0.9529 -0.0390 -0.098
C -2.8775 -0.9365 -0.0091 0.2318 0.4509 0.0355 -0.087
C -2.7395 0.4575 -0.0045 0.4788 -0.3750 -0.0952 -0.011
C -1.4775 1.0197 0.0007 0.3888 -0.8067 0.0310 -0.217
H 4.0789 1.1967 0.8501 -0.0224 0.1689 -0.2154 0.072
H 4.2558 1.1682 -0.7600 -0.1605 0.0437 0.2568 0.071
H 1.2744 1.5560 -0.0291 0.5054 1.0620 -0.0530 0.122
H -1.8568 -2.8682 -0.0089 0.0215 1.0264 0.0150 0.122
H -3.8711 -1.3549 -0.0164 -0.0475 -0.1211 -0.0067 0.101
H -3.5877 1.1103 -0.0312 -0.3497 0.1880 0.0425 0.112
N 3.5550 1.0919 -0.0199 0.3996 -0.1391 0.0465 -0.037
N 3.1813 -0.3112 -0.0219 -0.9365 -0.0597 -0.0561 -0.073
N 0.9810 0.6190 0.0301 -0.6633 -1.1175 0.0409 0.096
F -1.3049 2.3507 0.0013 -0.0282 0.2407 -0.0046 0.079
S 1.0831 -1.9690 0.0067 -0.1627 0.1359 0.0176 1.064



[4]
21
Properties=species:S:1:pos:R:3:forces:R:3:lowdin_charge:R:1 method="wB97M-V/def2-TZVPD" multiplicity=1 orbital_gap_ev=7.6 homo_ev=-8.3
C 0.7118 0.7279 1.2269 -0.7279 -1.2974 1.9502 -0.256
C 0.2039 1.5869 0.2311 1.4364 -1.8917 -1.0523 -0.273
C 0.4144 -0.5616 0.8214 0.4677 1.1435 -0.4530 -0.643
C -1.1605 -3.5050 -1.8305 0.8369 -0.3715 1.0586 -0.932
C -0.5126 -1.4952 -1.1657 -3.3995 -1.2461 -4.8752 -0.211
C 1.1928 1.2122 2.6013 0.4426 -1.7354 -2.1928 -0.030
C 0.5637 3.0157 0.1327 -2.3101 -1.0547 2.3216 0.012
N -0.2371 0.8533 -0.7484 -1.5506 1.6383 -3.4917 0.137
N -0.2711 -2.7058 -1.1386 0.8666 -0.3977 0.9649 0.009
N -2.0410 -2.8995 -2.5012 -1.2842 -0.4123 -2.2272 -0.150
N -0.1458 -0.4472 -0.5044 2.0376 1.6092 5.4171 -0.095
N -2.0872 -1.6191 -2.3852 1.9193 1.2845 2.8734 -0.533
I 0.8082 -2.3415 1.7305 0.1258 -0.0472 0.5115 1.009
I -1.0253 -5.5477 -1.5209 -0.1102 0.2074 -0.2350 0.850
I -2.2569 -0.3910 -4.0125 -0.0130 -0.2979 -0.0941 0.710
H 0.7531 2.1588 2.7628 -0.3657 0.9271 0.6003 0.057
H 0.8818 0.4603 3.3090 0.1365 0.0742 0.5797 0.055
H 2.2799 1.2877 2.5303 -0.0221 0.0993 0.5200 0.093
H -0.2749 3.6308 0.0243 -1.5594 0.9451 -0.0773 0.078
H 1.0264 3.2862 1.0419 0.5350 0.4507 1.0349 0.064
H 1.1765 3.2936 -0.6048 2.5381 0.3725 -3.1335 0.050



[5]
15
Properties=species:S:1:pos:R:3:forces:R:3:lowdin_charge:R:1 method="wB97M-V/def2-TZVPD" multiplicity=1 orbital_gap_ev=11.2 homo_ev=-10.5 smiles="C=C[C@H]1CC1(C#N)C#N"
C 0.0605 -0.5949 -1.8156 -0.4406 0.6599 1.7989 -0.170
C -1.9429 -1.1759 -0.9403 -3.4448 -1.2667 -0.4310 -0.199
C 1.1790 -0.2689 0.8173 -0.9724 -2.1676 -0.5408 -0.181
C -0.3313 -0.2056 0.7784 1.3488 -0.6587 -0.2815 -0.186
C 1.9150 0.7767 0.9789 1.2593 3.9810 1.2798 0.004
C -0.9249 0.9674 0.0504 -2.9027 -2.8862 2.0547 0.008
C -0.8331 -0.3845 -0.6899 1.5116 1.0171 0.9037 -0.362
N 0.6707 -0.8426 -2.7384 1.0837 -0.2798 -1.4363 0.195
N -2.8856 -1.7816 -1.2249 0.8060 0.3314 0.3999 0.192
H 1.6172 -1.2604 0.5922 -0.2203 0.5665 0.4226 0.127
H -0.7892 -0.7529 1.6611 -0.0001 0.7665 -1.6158 0.174
H 2.9989 0.9045 1.1039 -0.3950 -0.9215 -0.4739 0.072
H 1.4603 1.7991 1.1642 0.1461 -1.3269 -0.2771 0.089
H -1.9735 1.1359 0.4598 1.5562 0.5622 -1.1167 0.154
H -0.2211 1.6838 -0.1971 0.6642 1.6227 -0.6864 0.083



[6]
17
Properties=species:S:1:pos:R:3:forces:R:3:lowdin_charge:R:1 method="wB97M-V/def2-TZVPD" multiplicity=1 orbital_gap_ev="7.4 / 8.4" homo_ev="-8.8 / -9.2"
C 2.4974 -0.0474 -0.6481 0.6161 0.0136 0.2663 -0.234
C -2.7084 -2.4266 0.3406 -2.0497 -0.8753 1.3045 -0.161
C -0.0078 0.4208 -0.5671 0.6988 -0.6962 0.6875 -0.106
C -1.1347 -0.7376 -0.8727 3.8217 -3.3662 -1.9347 -0.077
C 1.1859 -0.0523 1.5875 2.8121 -0.7014 -0.4695 -0.167
C 1.4085 0.3400 0.1281 -2.7522 -2.3789 0.3712 -0.185
C -1.5071 -1.7721 0.2083 5.4298 4.5462 -0.5098 -0.256
N 3.4693 -0.2749 -1.2271 0.1318 -0.0944 -0.3090 0.161
N -3.7450 -2.8294 0.6447 0.3232 -0.0951 -0.5395 0.194
N 0.6789 -1.4016 1.2654 -1.7257 -0.1707 -0.6001 0.071
N -0.5523 -1.7450 1.0908 -0.1996 -1.2603 1.3829 0.080
H 0.2864 0.8767 -1.4914 -0.8103 0.3478 -0.7880 0.098
H -0.5543 1.0911 0.0763 -0.3026 0.7032 -0.0541 0.095
H -1.8988 -0.1866 -1.2325 -2.8799 1.7209 -0.8493 0.055
H -0.8302 -1.3965 -1.8355 -0.3030 1.4738 2.0290 0.165
H 2.1467 -0.3266 2.2422 -2.1911 1.3788 -1.4343 0.167
H 0.5520 0.7814 1.8562 -0.6195 -0.5456 1.4469 0.101



[7]
19
Properties=species:S:1:pos:R:3:forces:R:3:lowdin_charge:R:1 method="wB97M-V/def2-TZVPD" multiplicity=1 orbital_gap_ev=8.4 homo_ev=-9.0 smiles="ON/C=N/c1cccc2nonc12"
C -0.1920 -0.0154 2.1185 -3.1446 -3.4564 3.2132 -0.246
C -0.5305 -0.5524 -0.1349 -1.3370 -0.6671 3.2134 -0.169
C -1.1658 -1.3345 -1.0580 -1.2895 -1.2813 1.1057 0.021
C -0.8685 -1.1968 -2.4808 -2.3620 -2.5724 3.8370 -0.089
C -0.0046 -0.3925 -2.9389 3.1961 4.2349 -0.5731 -0.061
C 0.7003 0.4558 -2.0512 1.2391 1.4439 2.6554 -0.158
C 0.4169 0.4132 -0.5612 0.0096 -1.2937 -5.9528 -0.191
H -2.2379 -0.6556 3.9687 -8.9447 5.4377 1.0373 -0.037
H 0.4075 -0.3433 4.1051 -2.2680 0.8930 -1.7074 0.185
H 0.3393 0.7761 2.0477 4.5289 5.0620 -1.7342 0.056
H -2.0042 -2.1089 -0.6727 2.2867 1.9788 -0.9698 0.168
H -1.2942 -1.8015 -3.1858 -1.8095 -1.5617 -1.3346 0.088
H -0.0171 -0.0928 -3.9240 0.5602 -0.1221 -2.3929 0.105
N -0.4608 -0.0673 3.4855 0.0464 -1.3659 2.9489 -0.016
N -0.8138 -0.7166 1.3246 -0.9195 -1.6263 -4.6821 0.146
N 1.6541 1.3681 -2.2163 -1.2481 -1.2085 -1.7364 0.114
N 1.1916 1.2640 -0.0843 1.8998 2.6272 4.3860 0.102
O -1.4872 -1.0035 3.8649 10.7713 -5.2097 -1.4343 0.010
O 1.9465 1.8815 -1.0231 -1.2154 -1.3126 0.1208 -0.030



[8]
20
Properties=species:S:1:pos:R:3:forces:R:3:lowdin_charge:R:1 method="wB97M-V/def2-TZVPD" multiplicity=1 orbital_gap_ev=7.2 homo_ev=-4.1 total_charge=-1
C 1.5936 -1.4539 0.7099 -0.5195 -2.0905 0.8922 -0.132
C 2.8196 -0.8858 0.7318 3.1841 0.9962 -1.2668 -0.143
C 0.5065 -0.7171 0.3421 -0.6618 0.3034 -0.6615 -0.041
C 2.9564 0.4519 0.3122 -2.1593 -0.2496 0.5755 -0.093
C 0.5161 0.5913 -0.1042 -0.6143 0.8367 0.7089 -0.296
C 1.7674 1.1289 -0.0654 2.9723 1.7887 -0.0877 -0.502
C -0.1040 2.6993 -0.7263 0.9107 -0.9678 0.1848 -1.257
N -0.5426 1.5029 -0.3968 0.6164 -2.1364 -0.2971 -0.051
O -2.9065 -2.0159 0.7764 0.3231 0.7264 -1.1990 -0.326
O -2.7407 0.0229 -0.7940 -1.2945 -0.5900 0.0353 -0.335
O -4.5057 -1.5476 -0.9476 -1.6978 -0.1214 -0.8242 -0.449
S 1.6952 2.8250 -0.5364 -0.4078 -0.2149 0.0877 0.918
S -1.0127 3.9160 -1.3338 -0.5557 1.2734 -0.3605 0.431
S -3.0823 -1.5221 -0.8657 1.6623 0.8905 1.7984 0.813
H 1.4889 -2.5174 1.0773 -0.1240 1.2763 -0.7493 0.122
H 3.7598 -1.4927 0.7691 -0.9641 0.5234 0.7261 0.106
H -0.3846 -1.1966 0.2457 -2.6131 -1.4681 0.3118 0.047
H 3.8376 1.0268 0.5020 0.6221 0.0439 -0.4281 0.084
H -2.0135 0.7341 -0.9028 1.1124 -0.6617 0.6126 0.064
H -3.6485 -1.5501 1.2065 0.2085 -0.1584 -0.0590 0.042